1.
The following is a DFT calculation (ωB97M-V/def2-TZVPD) of a cluster of 2 separate species, C2H7N3O in total.

XYZ file:
```
13
Properties=species:S:1:pos:R:3
H -2.16344 0.22297 -1.79862
N -1.78301 0.43994 -0.82862
C -1.95248 -0.63018 -0.09896
N -1.04145 -1.03411 0.86857
H -2.77702 -1.38022 -0.33337
H -1.57550 -1.05357 1.76018
H -0.21526 -0.43093 1.04777
N 1.00186 1.03363 -0.75164
C 2.00663 0.39016 -0.09070
O 1.87008 -0.35628 0.86775
H 0.04046 0.89463 -0.34804
H 1.18219 2.06770 -0.82623
H 2.98129 0.89357 -0.32386
```

## Properties
Kohn-Sham gap: 10.56 eV
relative energy (zero: lowest compared OMol25 entry of this formula, charge and spin): 40.9 kcal per mole
structure (SMILES): [H]/N=C/N.NC=O

=====

2.
The following is a DFT calculation (ωB97M-V/def2-TZVPD) of a structure of composition C29H44N3O2S5SbTi.

XYZ file:
```
85
Properties=species:S:1:pos:R:3
Ti -0.04395 0.38152 -2.52040
C -2.41634 0.23255 4.13634
C -3.33738 1.08429 3.25991
C -3.42344 2.48213 3.89262
C -4.73053 0.43744 3.26841
C -2.82574 1.20063 1.81935
C -1.64700 0.57447 1.39849
C -1.19204 0.72300 0.08640
N -0.06026 0.21012 -0.50628
C 1.01316 -0.46325 0.00543
C 1.41378 -0.61490 1.33894
C 2.47773 -1.46191 1.67207
C 3.11006 -2.16312 0.65686
C 2.79009 -1.98440 -0.70297
C 1.80418 -1.06020 -1.03345
O 1.47580 -0.70187 -2.28599
C 3.42472 -2.84428 -1.80430
C 4.11715 -1.96967 -2.86127
C 2.30654 -3.65402 -2.48364
C 4.46292 -3.82445 -1.25522
C 2.93247 -1.66226 3.12234
C 2.75704 -3.13442 3.52276
C 4.41078 -1.26811 3.25860
C 2.12460 -0.81128 4.10432
C -1.99066 1.43852 -0.85747
O -1.53786 1.43743 -2.12053
C -3.16038 2.06996 -0.44613
C -3.54210 1.95229 0.90094
C -3.99952 2.84179 -1.46921
C -5.23159 3.49336 -0.83762
C -3.14722 3.95600 -2.09822
C -4.47628 1.87592 -2.56478
H -2.83052 0.17187 5.14829
H -1.41651 0.66895 4.20276
H -2.32485 -0.78465 3.74769
H -3.75630 2.41537 4.93695
H -4.12355 3.12071 3.34883
H -2.44205 2.96338 3.86925
H -5.10724 0.33805 4.29491
H -4.68326 -0.55732 2.81793
H -5.44452 1.03256 2.69514
H -1.09995 -0.07520 2.06474
H 0.89136 -0.04926 2.09600
H 3.88307 -2.87436 0.92466
H 3.39385 -1.28961 -3.31159
H 4.53679 -2.59701 -3.65579
H 4.93344 -1.39563 -2.40533
H 1.54314 -2.99911 -2.90338
H 1.82475 -4.31171 -1.75535
H 2.71316 -4.26539 -3.29869
H 5.29216 -3.30401 -0.76462
H 4.87168 -4.41014 -2.08489
H 4.01419 -4.52019 -0.54116
H 3.35647 -3.79298 2.89039
H 1.70967 -3.42635 3.41491
H 3.05710 -3.29106 4.56652
H 5.04154 -1.88131 2.61162
H 4.75413 -1.38943 4.29368
H 4.54589 -0.22351 2.96683
H 1.06912 -1.09407 4.09786
H 2.19784 0.25184 3.86472
H 2.50910 -0.96022 5.11815
H -4.44664 2.44990 1.23127
H -4.95214 4.18928 -0.04117
H -5.91473 2.74491 -0.42551
H -5.76903 4.05730 -1.60665
H -2.82019 4.66162 -1.32791
H -3.73212 4.50313 -2.84888
H -2.26459 3.53869 -2.58098
H -5.07403 1.07074 -2.12756
H -3.62671 1.42568 -3.07736
H -5.08769 2.40670 -3.30661
S -0.27795 -2.76855 -6.09035
Sb -1.31733 -1.14141 -4.85778
S -0.07568 0.88106 -4.91049
S -1.44435 -1.66324 -2.56745
S -3.46094 -0.82132 -5.75483
N 3.74031 1.43349 -2.11742
C 2.67173 2.02553 -2.69446
N 2.78419 2.27302 -4.02446
S 1.40559 2.59834 -1.76936
H 4.28159 0.82913 -2.72044
H 3.50777 0.98763 -1.23686
H 3.20571 1.52729 -4.56454
H 1.89880 2.54756 -4.42754
```

## Properties
Kohn-Sham gap (alpha / beta): 4.58 / 3.57 eV
relative energy (zero: lowest compared OMol25 entry of this formula, charge and spin): 10.3 kcal per mole
multiplicity: 3
charge: -2

=====

3.
The following is a DFT calculation (ωB97M-V/def2-TZVPD) of the ion C3H7N2O with charge +1.

XYZ file:
```
13
Properties=species:S:1:pos:R:3
C -0.74747 -0.29287 -1.44425
C 0.16776 -0.73412 -0.40317
O -0.54268 -1.29005 0.64382
N 0.96656 0.51880 0.16444
C 0.56727 1.14599 1.16524
N -0.28371 1.47491 1.95413
H -1.47932 0.42650 -1.08206
H -1.21078 -1.06517 -1.99642
H -0.12866 0.42352 -2.19333
H 1.00702 -1.41251 -0.64378
H 0.02767 -1.66283 1.29053
H 1.85938 0.75781 -0.31725
H -0.20302 1.71002 2.86211
```

## Properties
Kohn-Sham gap: 10.59 eV
relative energy (zero: lowest compared OMol25 entry of this formula, charge and spin): 65.2 kcal per mole
structure (SMILES): C[C@H](O)[NH+]=C=N
charge: +1

=====

4.
The following is a DFT calculation (ωB97M-V/def2-TZVPD) of a structure of composition C17H40BiNP3S.

XYZ file:
```
63
Properties=species:S:1:pos:R:3
Bi 0.67374 -2.04646 -0.17696
P -0.49450 1.44518 2.26886
P -2.25288 -1.49482 0.62921
P 2.65286 0.62696 0.67320
H 1.33377 -3.09035 -3.36748
C 2.10340 -2.61536 -2.75609
C 2.45881 -3.15418 -1.40551
H 1.79472 -3.84959 -0.87464
C -0.94763 2.91577 1.23978
C -2.08788 1.44426 3.24826
C 0.45418 2.30447 3.60448
C -3.15753 -2.78110 -0.36476
C -3.38299 -1.39687 2.10793
C -2.77220 0.09902 -0.14139
C 3.98018 0.18658 -0.47962
C 3.47490 0.60958 2.24739
C 2.49006 2.40851 0.42325
H 2.96524 -2.39878 -3.44305
H 3.50549 -3.46546 -1.35939
H -1.31323 3.70428 1.92126
H -1.74117 2.69308 0.51027
H -0.08085 3.28733 0.67238
H -1.99585 2.21028 4.02558
H -2.23682 0.47869 3.75196
H -2.94405 1.67524 2.59979
H -0.25451 2.97661 4.12264
H 1.30223 2.90428 3.23427
H 0.83037 1.55968 4.33253
H -4.21722 -2.70112 -0.12637
H -2.77886 -3.75154 -0.03545
H -2.99731 -2.70825 -1.44427
H -4.37856 -1.03451 1.82507
H -2.99472 -0.67824 2.82810
H -3.48897 -2.35062 2.63382
H -3.86506 0.20276 -0.14315
H -2.38642 0.12551 -1.16538
H -2.34473 0.94051 0.41295
H 4.57385 1.09130 -0.48347
H 3.62949 -0.02755 -1.48787
H 4.55014 -0.66352 -0.11456
H 4.31073 1.29504 2.07400
H 3.87648 -0.36725 2.49469
H 2.88549 0.99862 3.07131
H 3.53268 2.71016 0.32195
H 2.06752 2.92544 1.28574
H 1.94045 2.66693 -0.48192
C 0.11938 -0.20567 -3.33565
C -0.09257 1.16652 -3.57696
C -0.91867 1.49222 -4.65552
C -1.65978 0.44620 -5.25013
C -1.80743 -0.79702 -4.64217
C -0.87866 -1.14918 -3.65545
S 1.65871 -0.59116 -2.64816
H 1.29059 0.04890 -0.07508
H 0.47503 1.91776 -3.01401
H -0.98755 2.54102 -4.99538
H -2.12432 0.56670 -6.22986
H -2.62817 -1.43797 -4.92101
H -0.82714 -2.14360 -3.21284
N 0.57011 -1.99441 2.60219
H -0.41821 -1.83510 2.82721
H 1.06442 -1.15925 2.88777
H 0.89138 -2.77643 3.18570
```

## Properties
Kohn-Sham gap (alpha / beta): 4.93 / 4.52 eV
relative energy (zero: lowest compared OMol25 entry of this formula, charge and spin): 127.1 kcal per mole
charge: +3

=====

5.
The following is a DFT calculation (ωB97M-V/def2-TZVPD) of a structure of composition C10H12N2O4PdS.

XYZ file:
```
30
Properties=species:S:1:pos:R:3
Pd -0.26602 1.52734 -0.57972
C -0.27645 1.77222 1.43154
O -0.23809 2.11539 2.52977
C -0.25582 3.41084 -1.28303
O -0.25987 4.55449 -1.28253
C -2.24862 1.26147 -0.79853
O -3.38197 1.26582 -0.62983
C 1.71192 1.23950 -0.84036
O 2.85007 1.27087 -0.72517
C -0.26221 -0.29812 -5.50723
H 0.67255 -0.86458 -5.42287
H -1.19487 -0.86405 -5.39956
C -0.26547 1.00978 -5.81777
H -1.20091 1.55834 -5.97640
H 0.66648 1.55706 -5.99986
S -0.23441 -0.95492 -0.78497
C 0.03321 -1.24770 0.89843
N 1.28311 -1.39568 1.37997
C 1.54807 -1.12099 2.80624
C 0.51187 -1.89866 3.59393
C -0.88073 -1.42896 3.22799
N -0.99598 -1.26396 1.76600
H 2.03565 -1.18043 0.72157
H 1.45723 -0.04260 3.01537
H 2.57548 -1.42853 3.02476
H 0.68290 -1.78062 4.66903
H 0.61510 -2.96567 3.36960
H -1.10273 -0.46658 3.71628
H -1.65304 -2.14176 3.53681
H -1.92645 -1.19930 1.36055
```

## Properties
Kohn-Sham gap (alpha / beta): 7.37 / 2.89 eV
multiplicity: 3
charge: +2